Below is an isolated molecule of C2H3NOS2 at a distorted geometry, with properties calculated with ωB97M-V with the def2-TZVPD basis set.

XYZ file:
```
9
Properties=species:S:1:pos:R:3:forces:R:3:mulliken_charge:R:1
C -0.939327 -0.645508 -0.485640 -0.41 -3.32 -0.27 0.289
C -1.141070 0.593935 -0.798756 -0.81 3.72 0.15 -0.743
N -0.073413 -1.336514 0.274701 -0.19 -0.39 0.30 -0.329
O 3.375820 0.735080 1.702821 0.18 -0.15 0.02 -0.448
S 1.306836 -1.172577 0.960373 0.31 0.66 0.21 0.142
S 2.037526 0.809658 1.086921 -0.61 -0.17 -0.22 0.351
H -1.703412 -1.273335 -0.969081 0.80 -0.51 0.04 0.252
H -1.854937 0.809504 -1.556596 -0.61 -0.19 -0.58 0.234
H -1.008023 1.479756 -0.214743 1.34 0.34 0.35 0.251
```
Forces are in eV/Å.

**Energy relative to the best compared isomer or geometry (same formula, charge and spin)**: 358.7 kJ/mol
**Largest force on an atom**: 3.81 eV/Å
**Frontier orbital gap (spin up / spin down)**: 7.36 / 7.17 eV
**Lowest unoccupied orbital energy (spin up / spin down)**: -1.547 / -1.365 eV

Below is an isolated molecule of C2H3NOS2 at a distorted geometry, with properties calculated with ωB97M-V with the def2-TZVPD basis set.

XYZ file:
```
9
Properties=species:S:1:pos:R:3:forces:R:3:mulliken_charge:R:1
C 0.620361 0.899307 -0.075277 -0.59 -4.26 0.84 -0.083
C 1.835211 0.166703 0.054933 -2.43 0.84 -0.96 -0.240
N -1.194436 -0.656828 -0.184137 0.74 -1.75 -0.05 -0.185
O -0.687812 0.529755 0.048467 0.16 1.67 -0.64 -0.025
S 2.221922 -1.402170 -0.221404 -0.12 -0.07 0.29 -0.197
S -2.886224 -0.580600 -0.133115 0.13 0.68 0.12 -0.099
H 0.566268 1.911953 -0.075175 0.45 2.90 0.22 0.370
H 2.506074 0.955624 0.264188 1.69 0.34 0.19 0.280
H -2.981362 -1.823741 0.321523 -0.03 -0.36 -0.01 0.179
```
Forces are in eV/Å.

**Energy relative to the best compared isomer or geometry (same formula, charge and spin)**: 523.7 kJ/mol
**Largest force on an atom**: 4.38 eV/Å
**Frontier orbital gap (spin up / spin down)**: 7.89 / 6.98 eV
**Lowest unoccupied orbital energy (spin up / spin down)**: -0.704 / -1.631 eV

Below is an isolated molecule of C2H3NOS2, with properties calculated with ωB97M-V with the def2-TZVPD basis set.

XYZ file:
```
9
Properties=species:S:1:pos:R:3:forces:R:3:mulliken_charge:R:1
O -0.539901 -0.149854 -1.785607 -0.25 -0.02 0.07 -0.315
N 0.775745 -0.000875 -1.455363 0.41 0.08 0.37 -0.375
C 1.000478 0.086975 -0.201946 -0.06 -0.03 0.04 -0.206
C 0.073344 0.053420 0.968027 0.25 0.03 -0.04 0.416
S 0.739324 0.195167 2.454511 -0.10 -0.02 -0.20 -0.249
S -1.634101 -0.131293 0.687022 -0.10 0.04 0.54 -0.134
H -0.525813 -0.184157 -2.744907 -0.04 -0.02 -0.16 0.342
H 2.050410 0.204801 0.062195 -0.25 -0.03 -0.08 0.370
H -1.939486 -0.074183 2.016068 0.14 -0.04 -0.52 0.153
```
Forces are in eV/Å.

**Energy relative to the best compared isomer or geometry (same formula, charge and spin)**: 235.4 kJ/mol
**Largest force on an atom**: 0.56 eV/Å
**Frontier orbital gap**: 8.02 eV
**Lowest unoccupied orbital energy**: -0.967 eV
**Structure (SMILES)**: O/N=C\C(=S)S

Below is an isolated molecule of C2H3NOS3 at a distorted geometry, with properties calculated with ωB97M-V with the def2-TZVPD basis set.

XYZ file:
```
10
Properties=species:S:1:pos:R:3:forces:R:3:mulliken_charge:R:1
N -0.375025 0.636715 -1.385135 -1.30 2.16 -0.75 -0.332
C -0.082130 0.883788 -0.111163 1.49 -2.51 2.50 0.382
O 0.274307 1.923196 0.358108 -0.69 0.29 0.32 -0.510
C -0.074418 -0.574339 0.833158 -0.01 1.38 -1.34 0.253
S 1.367733 -1.659693 0.419972 0.34 2.21 -0.42 -0.190
S -0.653947 -0.578168 2.531941 0.24 0.46 -0.34 -0.114
S -1.734467 -1.309059 0.915297 0.54 -0.17 -0.14 -0.155
H -0.200106 -0.224400 -1.818879 -0.17 -1.17 -0.43 0.234
H -0.768469 1.443260 -1.897273 0.81 -0.98 0.13 0.244
H 2.246520 -0.541301 0.153973 -1.25 -1.66 0.46 0.187
```
Forces are in eV/Å.

**Energy relative to the best compared isomer or geometry (same formula, charge and spin)**: 55.6 kJ/mol
**Largest force on an atom**: 3.85 eV/Å
**Frontier orbital gap**: 8.41 eV
**Lowest unoccupied orbital energy**: -0.113 eV
**Structure (SMILES)**: NC(=O)C1(S)SS1

Below is an isolated molecule of C2H3NOS3 at a distorted geometry, with properties calculated with ωB97M-V with the def2-TZVPD basis set.

XYZ file:
```
10
Properties=species:S:1:pos:R:3:forces:R:3:mulliken_charge:R:1
C 0.161484 0.145553 0.083311 0.13 -0.01 -0.84 0.790
C 1.620191 0.173645 0.042339 2.49 0.31 -0.56 -1.060
N -0.499813 -0.714569 0.727601 -0.49 -0.32 1.00 -0.432
O -2.410977 -1.756754 -0.431978 -0.45 -1.10 -0.20 -0.458
S -0.507915 1.384094 -0.879881 -0.38 0.58 -0.44 -0.070
S -2.454222 1.115294 -0.390557 -0.40 0.25 0.51 -0.177
S -2.147043 -0.836649 0.644155 0.51 0.73 -0.67 0.462
H 1.975111 0.291628 1.043521 0.22 0.59 0.84 0.304
H 2.118475 0.934967 -0.618600 -0.98 -0.36 0.73 0.334
H 2.144709 -0.737210 -0.219909 -0.65 -0.67 -0.37 0.306
```
Forces are in eV/Å.

**Energy relative to the best compared isomer or geometry (same formula, charge and spin)**: 39.8 kJ/mol
**Largest force on an atom**: 2.57 eV/Å
**Frontier orbital gap**: 9.09 eV
**Lowest unoccupied orbital energy**: 0.102 eV

Below is a structure of composition C2H3NOS4 at a distorted geometry, with properties calculated with ωB97M-V with the def2-TZVPD basis set.

XYZ file:
```
11
Properties=species:S:1:pos:R:3:forces:R:3:mulliken_spin:R:1
C -1.328071 1.025809 -0.480091 -1.06 1.18 0.27 -0.015
C 0.644594 -0.621086 -0.120925 1.79 0.06 0.06 0.368
N -1.671341 -0.065135 -1.136648 -1.90 -2.90 -1.17 0.302
O -1.737528 1.281036 0.637587 0.81 1.25 0.61 0.182
S 0.134554 -1.775430 0.785934 1.88 -0.33 0.57 0.334
S -2.339650 -1.197512 -0.204053 -1.51 0.65 -0.53 0.523
S 3.654672 -0.330484 0.123494 0.58 -0.20 -0.22 0.320
S 1.753990 0.365484 -0.786077 -0.32 -0.72 1.09 -0.008
H -0.776110 1.630045 -1.176898 0.68 1.23 0.33 0.008
H -2.133226 -0.588264 1.032548 -0.43 -0.43 -0.72 -0.011
H 3.798113 0.275536 1.325134 -0.53 0.20 -0.30 -0.003
```
Forces are in eV/Å.

**Largest force on an atom**: 3.66 eV/Å
**Frontier orbital gap (spin up / spin down)**: 6.48 / 6.68 eV
**Multiplicity**: 3
**Lowest unoccupied orbital energy (spin up / spin down)**: -0.611 / -2.996 eV

| no. | DFT total energy (a.u.) |
| --- | --- |
| 1 | -1004.250920 |
| 2 | -1004.188058 |
| 3 | -1004.297883 |
| 4 | -1402.531583 |
| 5 | -1402.537598 |
| 6 | -1800.577486 |